(1)
A structure of composition C5H8O. Source: OMol25; level of theory: wB97M-V/def2-TZVPD.

Properties
LUMO energy = 0.70 eV
gap between HOMO and LUMO = 9.59 eV

Positions of all 14 atoms, in Å:
C 1.68961 -0.14851 0.37012
C 0.67698 0.47168 -0.54885
C -1.34115 0.20961 -1.01827
C -1.68301 -0.77930 0.08195
O -1.06648 -0.05233 1.11527
C -0.64952 0.87358 0.09824
H 1.24454 -0.95121 0.95788
H 2.05559 0.59712 1.07705
H 2.53513 -0.53576 -0.20160
H 1.04639 1.29422 -1.16483
H 0.35063 -0.27037 -1.36776
H -1.33018 -1.79677 0.00151
H -2.76056 -0.82854 0.22963
H -0.76796 1.91657 0.36965

Here are the Löwdin charges for atoms 1 to 5, given in e:
1 C -0.074
2 C -0.226
3 C 0.122
4 C -0.233
5 O -0.097


(2)
An isolated molecule of C5H8O. Source: OMol25; level of theory: wB97M-V/def2-TZVPD.

Properties
LUMO energy = 0.19 eV
gap between HOMO and LUMO = 8.21 eV
SMILES = C=C/C=C/CO

Positions of all 14 atoms, in Å:
C -1.08196 2.41439 1.46591
C -0.48176 1.11803 1.41334
C -0.58509 0.35366 0.16904
C 0.03374 -0.90366 0.13685
C 0.24052 -1.52345 -1.17285
O 1.57568 -1.12694 -1.58656
H -1.51120 2.57143 2.50973
H -0.94650 3.18849 0.67519
H 0.03034 0.56602 2.26116
H -1.29933 0.80254 -0.60565
H 0.76713 -1.25043 0.92299
H 0.07479 -2.59666 -1.06967
H -0.41916 -1.17709 -1.91612
H 1.94577 -1.84256 -2.15897

Here are the Löwdin charges for atoms 1 to 5, given in e:
1 C -0.009
2 C -0.198
3 C -0.119
4 C -0.093
5 C -0.297


(3)
An isolated molecule of C5H8O. Source: OMol25; level of theory: wB97M-V/def2-TZVPD.

Properties
LUMO energy = 1.14 eV
gap between HOMO and LUMO = 10.61 eV
SMILES = C1OC[C@H]2C[C@@H]12

Positions of all 14 atoms, in Å:
C -0.83176 -1.12354 -0.44674
O -0.09709 -0.55716 -1.52182
C 0.96290 0.27068 -1.06204
C 0.80604 0.41775 0.43869
C -0.48046 1.04215 0.89329
C -0.35662 -0.45147 0.82457
H -1.89528 -0.94566 -0.65142
H -0.67118 -2.21005 -0.39392
H 0.87280 1.22896 -1.58959
H 1.93757 -0.16748 -1.31611
H 1.69612 0.47776 1.05840
H -1.08534 1.54639 0.14067
H -0.51348 1.49724 1.87957
H -0.34421 -1.02557 1.74645

Here are the Löwdin charges for atoms 1 to 5, given in e:
1 C -0.172
2 O -0.127
3 C -0.172
4 C -0.214
5 C -0.073


(4)
An isolated molecule of C5H8O. Source: OMol25; level of theory: wB97M-V/def2-TZVPD.

Properties
LUMO energy = 0.90 eV
gap between HOMO and LUMO = 10.39 eV
SMILES = C[C@H]1CCC1=O

Positions of all 14 atoms, in Å:
C 1.81214 -0.44146 0.20653
C 0.51012 0.30790 -0.02681
C -0.59313 -0.34918 -0.88594
C -1.68016 0.37462 -0.05493
C -0.59264 0.49468 1.01942
O -0.60097 0.57258 2.21634
H 2.26099 -0.20070 1.17376
H 1.64412 -1.52337 0.15947
H 2.54221 -0.20084 -0.57574
H 0.70552 1.30705 -0.44218
H -0.55635 -0.19008 -1.96409
H -0.62027 -1.42170 -0.66134
H -1.93605 1.35568 -0.47608
H -2.60926 -0.15639 0.16591

Here are the Löwdin charges for atoms 1 to 5, given in e:
1 C -0.053
2 C -0.291
3 C -0.148
4 C -0.082
5 C -0.376


(5)
An isolated molecule of C5H8O. Source: OMol25; level of theory: wB97M-V/def2-TZVPD.

Properties
LUMO energy = 1.01 eV
gap between HOMO and LUMO = 10.43 eV
SMILES = C[C@H]1CCC1=O

Positions of all 14 atoms, in Å:
C -1.50217 -0.12068 -0.97892
C -0.43981 -0.52394 0.03275
C 1.07108 -0.39474 -0.34501
C 1.34961 0.46219 0.93490
C -0.15257 0.47530 1.15215
O -0.82047 1.33013 1.67772
H -2.46996 0.01172 -0.48618
H -1.24340 0.82991 -1.45970
H -1.61848 -0.87525 -1.76526
H -0.65659 -1.51334 0.45646
H 1.58190 -1.35998 -0.36539
H 1.24587 0.07851 -1.31969
H 2.07541 0.05916 1.65032
H 1.52293 1.53723 0.83793

Here are the Löwdin charges for atoms 1 to 5, given in e:
1 C -0.061
2 C -0.284
3 C -0.121
4 C -0.074
5 C -0.392


(6)
A structure of composition C5H8O. Source: OMol25; level of theory: wB97M-V/def2-TZVPD.

Properties
LUMO energy = 1.04 eV
gap between HOMO and LUMO = 10.73 eV

Positions of all 14 atoms, in Å:
C -1.29658 0.52165 0.23536
C 0.06373 -0.95300 -0.47504
C 0.58700 0.42098 -0.99234
C 0.26073 0.72794 0.40705
C 0.65264 -0.68098 0.69525
H -1.78921 1.19637 -0.63170
H -1.73628 0.53865 1.19963
H 0.34667 -1.78863 -1.08863
H 1.58555 0.37478 -1.20080
H 0.07561 1.17595 -1.78217
H 0.90778 1.38362 1.29245
H 1.62831 -1.01269 1.11991
H -0.02695 -1.02981 1.51951
O -1.25897 -0.87482 -0.29848

Here are the Löwdin charges for atoms 1 to 5, given in e:
1 C -0.075
2 C -0.477
3 C -0.096
4 C -0.269
5 C -0.187


| no. | highest occupied orbital energy (eV) |
| --- | --- |
| 1 | -8.88 |
| 2 | -8.03 |
| 3 | -9.47 |
| 4 | -9.49 |
| 5 | -9.42 |
| 6 | -9.68 |